Molecular formula: C27H61N11PdSSb2Si3
Method: DFT, ωB97M-V/def2-TZVPD

Structure (XYZ):
```
106
C27H61N11PdSSb2Si3 (ωB97M-V/def2-TZVPD)
Pd -0.0849 -0.1878 0.3723
N -3.9460 -0.6886 2.0487
C -3.8911 -0.6763 0.6814
N -5.0134 -0.8993 -0.0372
N -4.6550 -0.7605 -1.2909
N -3.3914 -0.4747 -1.2998
N -2.8461 -0.3935 -0.0867
C -2.8886 -0.8769 2.9393
N -3.1335 -1.2087 4.2016
N -1.9112 -1.2429 4.7597
N -1.0122 -0.9402 3.8742
N -1.6032 -0.7001 2.6852
H -4.8271 -1.0126 2.4124
C -0.7885 -6.0140 1.4302
Si 0.3962 -4.6059 1.8909
C 2.1109 -5.4186 2.0724
C -0.0561 -4.0768 3.6304
Sb -0.1568 -2.8356 0.1316
Si 0.9195 -4.0870 -1.8398
C 1.9497 -5.6286 -1.4226
C -0.5482 -4.7106 -2.8486
C 2.0292 -3.1279 -3.0257
Si 2.1530 -0.9479 0.5249
C 2.9687 0.0169 -0.9018
C 3.3270 -2.4561 0.5047
C 2.5956 -0.3158 2.2616
H -0.7183 -6.8166 2.1715
H -0.5661 -6.4375 0.4495
H -1.8168 -5.6511 1.4109
H 1.9769 -6.4790 2.3069
H 2.6385 -4.9572 2.9110
H 2.7463 -5.3469 1.1946
H 0.1266 -4.9183 4.3087
H -1.0948 -3.7674 3.7303
H 0.5433 -3.2273 3.9594
H 1.4639 -6.3152 -0.7298
H 2.9180 -5.3533 -1.0044
H 2.1347 -6.1674 -2.3582
H -1.2068 -5.3273 -2.2337
H -0.2241 -5.2988 -3.7129
H -1.1307 -3.8586 -3.2050
H 2.9133 -2.7301 -2.5266
H 1.4984 -2.2845 -3.4667
H 2.3658 -3.8091 -3.8146
H 2.4548 0.9251 -1.2042
H 4.0111 0.2469 -0.6483
H 2.9736 -0.6461 -1.7704
H 3.2127 -3.0776 -0.3806
H 3.1910 -3.0856 1.3827
H 4.3562 -2.0731 0.5193
H 1.9827 0.5237 2.5859
H 3.6570 -0.0472 2.3236
H 2.4106 -1.1301 2.9673
C 0.5052 0.8230 -5.7939
N -0.8084 0.5854 -5.2599
C -2.0054 0.7524 -5.9300
C -2.9734 0.4057 -5.0428
N -2.4103 0.0288 -3.8525
C -1.0880 0.1387 -3.9882
S 0.0865 -0.1865 -2.7874
H 0.7363 0.1222 -6.6009
H 1.2156 0.6773 -4.9801
H 0.5891 1.8444 -6.1739
H -2.0460 1.0916 -6.9506
H -4.0415 0.4032 -5.1870
H -2.9075 -0.3038 -2.2241
C 1.6784 5.1790 0.8858
C 1.8145 3.6985 1.2336
C 2.1689 3.5853 2.7156
C 2.9715 3.1017 0.4378
Sb -0.0045 2.4775 0.7974
C -1.3359 3.1690 2.4202
C -0.9566 2.4119 3.6937
C -2.7412 2.7368 2.0039
C -1.3309 4.6662 2.7139
C -0.8147 3.5014 -0.9927
C -1.9116 2.5838 -1.5302
C -1.3941 4.8973 -0.7950
C 0.3089 3.5411 -2.0304
H 2.6007 5.7002 1.1790
H 0.8493 5.6538 1.4111
H 1.5404 5.3407 -0.1824
H 3.1576 4.0357 2.8781
H 2.2203 2.5489 3.0517
H 1.4602 4.1155 3.3504
H 3.8861 3.6765 0.6401
H 2.7940 3.1212 -0.6380
H 3.1532 2.0660 0.7258
H -0.9280 1.3378 3.5302
H -1.7134 2.6097 4.4634
H 0.0067 2.7259 4.0942
H -2.7644 1.6884 1.7117
H -3.1259 3.3390 1.1776
H -3.4254 2.8540 2.8532
H -0.3732 5.0038 3.1129
H -2.0893 4.8725 3.4809
H -1.5697 5.2737 1.8420
H -2.7705 2.5210 -0.8599
H -1.5257 1.5789 -1.6931
H -2.2624 2.9638 -2.4986
H -2.2795 4.8772 -0.1584
H -1.7097 5.2848 -1.7728
H -0.6811 5.6053 -0.3715
H 0.7063 2.5398 -2.2159
H 1.1246 4.2080 -1.7454
H -0.0999 3.9055 -2.9826
```

As for the frontier orbital gap: 0.2157 Ha. As for the spin multiplicity: 1. Its largest force on an atom is 0.74 eV Å⁻¹. As for the total charge: -2. For the HOMO energy, the calculation gives -1.7 eV.

Atomic partial charges in e from the Löwdin method, atoms 1 to 2: Pd -0.072; N 0.117

Molecular formula: C27H61N7O19S3
Method: DFT, ωB97M-V/def2-TZVPD

Structure (XYZ):
```
117
C27H61N7O19S3 (ωB97M-V/def2-TZVPD)
O 8.0854 -6.5775 -5.6212
S 8.1566 -6.1577 -4.2507
O 8.9735 -7.0002 -3.3966
O 8.4496 -4.5733 -4.2829
C 7.5052 -3.8239 -3.6334
C 6.1859 -4.5622 -3.9045
O 6.5961 -5.9061 -3.6761
H 7.8263 -3.7761 -2.5929
H 7.4184 -2.8339 -4.0810
H 5.7008 -4.4916 -4.8780
H 5.4194 -4.2209 -3.2088
O -10.5391 7.4521 5.9187
S -9.7695 8.2973 5.0205
O -9.7498 9.7304 5.2362
O -8.2676 7.6979 5.0373
C -8.2191 6.5874 4.1206
C -9.0209 7.0956 2.8999
O -9.9968 7.8992 3.4221
H -7.1475 6.5761 3.9215
H -8.6229 5.6693 4.5474
H -9.4363 6.2474 2.3558
H -8.4236 7.7115 2.2276
O -5.0753 0.3767 9.1569
S -5.4430 1.7819 9.5019
O -4.6623 2.9310 8.9887
O -7.0698 2.0570 9.2201
C -7.9088 1.4602 10.2549
C -7.0141 1.4068 11.5350
O -5.7456 1.9098 11.1471
H -8.9019 1.8680 10.4437
H -8.0900 0.4043 10.0537
H -6.9277 0.4183 11.9861
H -7.1253 2.2122 12.2610
C 8.3614 -1.6267 3.9901
N 9.4257 -2.5951 4.1410
C 9.8924 -3.1133 5.2602
C 11.2493 -3.7959 5.3741
O 9.3979 -2.8827 6.3352
H 8.4826 -0.9822 4.8607
H 7.5337 -2.3282 3.8860
H 8.6369 -1.0621 3.0993
H 10.0821 -2.5333 3.3759
H 11.1520 -4.7953 5.7984
H 11.9192 -3.1237 5.9102
H 11.7637 -4.1475 4.4798
C -7.4823 0.0078 -2.6079
N -7.3726 -0.9904 -1.5525
C -6.7420 -0.6248 -0.3967
C -6.4286 -1.7135 0.6552
O -6.3411 0.5756 -0.2382
H -8.2214 0.7270 -2.2548
H -7.9237 -0.2512 -3.5703
H -6.5551 0.4962 -2.9074
H -7.4822 -1.9757 -1.7456
H -6.2109 -2.6184 0.0879
H -7.3718 -1.9360 1.1542
H -5.5725 -1.4458 1.2745
C 1.6192 -7.4119 2.1235
N 1.0052 -8.6926 2.5172
C 0.4389 -9.5071 1.6138
C -0.4680 -10.6102 2.2127
O 0.3974 -9.3843 0.4071
H 1.2281 -7.1974 1.1289
H 2.6941 -7.4154 2.3042
H 1.0824 -6.6677 2.7117
H 0.8276 -8.8413 3.5003
H -0.3357 -10.6016 3.2946
H -0.2050 -11.6227 1.9062
H -1.4910 -10.6659 1.8405
C -0.2000 0.7864 -1.5737
N -0.5784 1.6283 -0.4355
C 0.2044 1.9506 0.6014
C -0.4067 2.9593 1.5587
O 1.3940 1.5705 0.7415
H 0.8275 1.0049 -1.8644
H -0.8934 0.8331 -2.4134
H -0.3229 -0.2157 -1.1630
H -1.5798 1.7570 -0.4078
H -1.3383 2.5574 1.9570
H -0.6300 3.8634 0.9922
H 0.1806 3.1503 2.4569
C 0.7169 1.0091 -10.1936
N 1.2090 1.0306 -11.5978
C 1.3049 2.0065 -12.5132
C 1.7687 1.7094 -13.9181
O 1.0966 3.2115 -12.2678
H -0.1729 0.3825 -10.2554
H 0.4369 1.9814 -9.7883
H 1.4736 0.5429 -9.5626
H 1.5318 0.1344 -11.9335
H 2.6837 2.2722 -14.1028
H 0.9488 1.9779 -14.5843
H 2.0118 0.6479 -13.9651
C 2.6338 11.9260 1.6714
N 3.3977 13.1120 2.0558
C 3.2464 13.8678 3.0834
C 4.3551 14.8947 3.4459
O 2.2376 13.6730 3.7892
H 3.0823 11.0222 2.0837
H 2.9747 11.8033 0.6434
H 1.5540 12.0665 1.7211
H 4.1005 13.4149 1.3968
H 4.2870 15.9793 3.5295
H 5.1529 14.8874 2.7032
H 4.7697 14.5262 4.3841
C 1.1518 -8.8899 -6.7854
N 0.0476 -8.2357 -6.1019
C -0.3098 -6.9081 -6.0512
C -1.5004 -6.6580 -5.2038
O 0.2172 -5.9633 -6.5772
H 2.0506 -8.6931 -6.2009
H 1.3658 -8.5051 -7.7825
H 1.0644 -9.9764 -6.7793
H -0.3914 -8.8192 -5.4042
H -1.9009 -5.6891 -5.5020
H -1.0952 -6.7326 -4.1947
H -2.3051 -7.3686 -5.3925
```

As for the frontier orbital gap: 0.3518 Ha. As for the spin multiplicity: 1. Its largest force on an atom is 5.27 eV Å⁻¹. The SMILES is O=S1(=O)OCCO1.O=S1(=O)OCCO1.O=S1(=O)OCCO1.CNC(C)=O.CNC(C)=O.CNC(C)=O.CNC(C)=O.CNC(C)=O.CNC(C)=O.CNC(C)=O. For the HOMO energy, the calculation gives -9.3 eV.

Atomic partial charges in e from the Löwdin method, atoms 1 to 2: O -0.240; S 0.704

Molecular formula: C27H62B2N3O9
Method: DFT, ωB97M-V/def2-TZVPD

Structure (XYZ):
```
103
C27H62B2N3O9 (ωB97M-V/def2-TZVPD)
C -3.8401 -4.7084 -2.1314
C -2.4452 -5.1250 -1.6630
N -2.0285 -4.5762 -0.3646
C -1.7299 -3.1348 -0.4105
C -0.5058 -2.8036 -1.2641
C 0.0025 -1.3812 -0.9386
O 1.2460 -1.3622 -0.3295
B 2.3064 -0.7316 -1.2624
C 2.9881 0.5395 -0.4882
C 3.3944 0.2640 0.9738
C 2.8658 1.3248 1.9556
C 3.6325 1.4111 3.2895
C 2.9851 0.6072 4.4185
N 3.4599 -0.7867 4.3897
B 3.3607 -2.0640 -1.6454
N 3.9507 -2.8633 -0.5952
O 3.6759 -2.5111 -2.9673
O 1.4586 -0.2725 -2.4098
C 0.0949 -0.4064 -2.1596
C -0.5186 0.9477 -1.7637
C -2.0445 0.8472 -1.7529
C -2.7899 2.0014 -1.0854
O -2.0829 2.5917 0.0178
C -2.0082 1.8758 1.1652
C -3.1023 0.8895 1.4835
O -1.0973 2.0813 1.9250
C -2.8857 -4.9677 0.6822
C -3.8370 -3.9587 1.2958
O -2.8738 -6.1097 1.1050
H -4.0303 -3.6489 -1.9640
H -3.9186 -4.8677 -3.2059
H -4.6196 -5.2878 -1.6310
H -1.6979 -4.8429 -2.4031
H -2.4039 -6.2130 -1.5808
H -2.5889 -2.5543 -0.7754
H -1.4926 -2.8180 0.6074
H 0.2743 -3.5235 -1.0076
H -0.7508 -2.8627 -2.3269
H -0.7037 -0.9305 -0.2134
H 3.8501 0.9242 -1.0457
H 2.2415 1.3470 -0.4820
H 4.4828 0.1976 1.0799
H 2.9914 -0.6988 1.3003
H 2.8797 2.2981 1.4564
H 1.8190 1.0900 2.1658
H 3.6985 2.4568 3.6083
H 4.6523 1.0461 3.1750
H 1.8981 0.5999 4.3213
H 3.2240 1.0750 5.3884
H 3.1105 -1.2979 5.1911
H 4.4719 -0.7960 4.4460
H 3.4994 -2.7318 0.3017
H 4.0038 -3.8595 -0.7837
H 3.1990 -3.3132 -3.1926
H -0.3785 -0.8234 -3.0635
H -0.1872 1.6886 -2.4931
H -0.1075 1.1814 -0.7815
H -2.3733 0.8511 -2.7995
H -2.3726 -0.1167 -1.3518
H -2.9076 2.8146 -1.8010
H -3.7964 1.7033 -0.7876
H -3.0986 0.7669 2.5652
H -2.8973 -0.0802 1.0283
H -4.0885 1.2433 1.1868
H -4.7654 -4.4769 1.5257
H -3.3927 -3.5641 2.2105
H -4.0473 -3.1261 0.6268
C 7.4053 3.1694 5.2720
C 6.7945 1.7761 5.2760
C 7.4866 0.8654 6.2801
O 6.8403 1.2089 3.9722
H 8.4595 3.1199 4.9838
H 6.8930 3.8053 4.5502
H 7.3403 3.6351 6.2569
H 5.7324 1.8457 5.5188
H 8.5431 0.7497 6.0211
H 7.0328 -0.1258 6.2713
H 7.4235 1.2690 7.2922
H 7.7624 1.1275 3.7068
C -5.2095 -3.0849 -6.7434
C -5.6510 -2.5806 -5.3776
C -6.1064 -1.1300 -5.4373
O -4.6018 -2.7356 -4.4256
H -4.3607 -2.4990 -7.1064
H -4.8911 -4.1256 -6.6815
H -6.0160 -3.0095 -7.4746
H -6.4680 -3.2026 -5.0075
H -5.2831 -0.4885 -5.7629
H -6.4219 -0.7885 -4.4513
H -6.9369 -1.0023 -6.1335
H -3.8573 -2.1973 -4.7182
C -0.1393 6.6781 -0.2147
C -1.4787 6.3993 -0.8819
C -2.6358 6.9560 -0.0622
O -1.6434 5.0059 -1.0937
H -0.0970 6.1922 0.7635
H 0.6752 6.2752 -0.8160
H 0.0225 7.7493 -0.0761
H -1.4899 6.8523 -1.8759
H -2.6621 6.4796 0.9216
H -3.5864 6.7503 -0.5561
H -2.5424 8.0345 0.0806
H -1.6422 4.5576 -0.2357
```

As for the frontier orbital gap: 0.2047 Ha. As for the spin multiplicity: 1. Its largest force on an atom is 1.04 eV Å⁻¹. As for the total charge: -1. For the HOMO energy, the calculation gives -3.4 eV.

Atomic partial charges in e from the Löwdin method, atoms 1 to 2: C -0.078; C -0.205

Molecular formula: C27H62N2O5
Method: DFT, ωB97M-V/def2-TZVPD

Structure (XYZ):
```
96
C27H62N2O5 (ωB97M-V/def2-TZVPD)
C -5.2420 -1.1973 -2.4742
C -6.5152 -0.8683 -3.3507
C -7.5253 -0.0521 -2.4778
C -5.9726 0.0386 -4.4950
C -5.1293 -0.7578 -5.5183
C -5.9718 -1.9794 -6.0986
C -6.6772 -2.8665 -4.9992
C -7.8521 -3.5490 -5.7127
C -5.6794 -3.9378 -4.4400
N -7.2221 -2.0117 -3.9376
O -7.9132 -2.7775 -2.9569
H -4.3788 -1.6463 -2.9656
H -4.9273 -0.3447 -1.8724
H -5.4865 -1.9903 -1.7675
H -8.3058 -0.6478 -2.0045
H -7.0578 0.4887 -1.6549
H -7.9757 0.7787 -3.0208
H -6.7562 0.6171 -4.9843
H -5.3574 0.8029 -4.0202
H -4.8846 -0.0301 -6.2920
H -4.2074 -1.1374 -5.0776
H -5.2395 -2.6068 -6.6068
H -6.7041 -1.7013 -6.8565
H -8.3612 -4.2941 -5.1014
H -7.4651 -4.0971 -6.5717
H -8.6890 -2.9116 -5.9980
H -4.7480 -3.5341 -4.0431
H -5.4856 -4.6377 -5.2529
H -6.2097 -4.4869 -3.6620
H -8.8338 -2.6714 -3.2076
C 8.1437 2.7035 -1.3646
C 6.6903 2.3406 -0.9186
C 6.5506 2.8913 0.5271
C 5.6417 3.1571 -1.7864
C 5.5814 2.6469 -3.1960
C 5.3089 1.1345 -3.1776
C 6.2307 0.2872 -2.3078
C 5.4132 -1.0350 -2.1981
C 7.5476 0.0259 -3.1235
N 6.4167 0.8869 -0.9849
O 7.0503 -0.0033 -0.0446
H 8.9147 2.2059 -0.7762
H 8.2719 2.4642 -2.4203
H 8.4889 3.7335 -1.2747
H 7.0692 3.8322 0.7115
H 5.5184 2.8628 0.8762
H 7.0748 2.2140 1.2013
H 4.6442 2.9669 -1.3904
H 5.7442 4.2390 -1.7020
H 4.8057 3.2101 -3.7149
H 6.5228 2.9503 -3.6542
H 5.5392 0.8709 -4.2099
H 4.2349 0.9962 -3.0529
H 4.5339 -0.8917 -1.5701
H 5.9922 -1.8437 -1.7521
H 5.1895 -1.4620 -3.1757
H 7.4501 -0.7163 -3.9157
H 8.4110 -0.1874 -2.4934
H 7.7358 0.9363 -3.6925
H 7.9202 -0.1674 -0.4161
C 3.5502 -2.2690 5.9801
C 4.4270 -2.2205 4.7564
C 4.0699 -3.3121 3.7312
O 4.1560 -1.0493 4.0393
H 3.7611 -1.5553 6.7765
H 3.6844 -3.2687 6.3931
H 2.5115 -2.1729 5.6638
H 5.4502 -2.2040 5.1318
H 4.9353 -3.5815 3.1258
H 3.1221 -3.1261 3.2262
H 3.8417 -4.2257 4.2802
H 4.9048 -0.9061 3.4557
C 0.4673 1.7519 1.4462
C 0.0907 2.9758 2.3738
C -1.3484 2.9144 2.7258
O 0.8879 2.7747 3.5477
H 0.1739 1.9118 0.4087
H -0.0691 0.8819 1.8250
H 1.5345 1.5418 1.3761
H 0.2852 3.9755 1.9855
H -1.8773 3.0154 1.7781
H -1.7126 3.7110 3.3746
H -1.4625 1.9543 3.2291
H 1.3049 1.9110 3.5039
C -5.0814 0.5878 7.4590
C -4.1325 0.7460 8.6606
C -2.7206 0.9538 8.2234
O -4.6234 1.7462 9.4393
H -4.9862 -0.3808 6.9682
H -5.0557 1.4846 6.8400
H -6.1146 0.5425 7.8034
H -4.3762 -0.1197 9.2766
H -2.0449 0.9659 9.0787
H -2.7811 1.9579 7.8037
H -2.4640 0.2638 7.4196
H -4.1714 2.5832 9.3101
```

As for the frontier orbital gap: 0.3214 Ha. As for the spin multiplicity: 1. Its largest force on an atom is 3.02 eV Å⁻¹. The SMILES is CC1(C)CCCC(C)(C)N1O.CC1(C)CCCC(C)(C)N1O.CC(C)O.CC(C)O.CC(C)O. For the HOMO energy, the calculation gives -8.2 eV.

Atomic partial charges in e from the Löwdin method, atoms 1 to 2: C -0.037; C -0.461